{
  "formula": "C53H45BBrO17P",
  "method": "the ωB97M-V functional and the def2-TZVPD basis",
  "energy_ev": -170496.941,
  "homo_ev": -8.784,
  "smiles": "O=C1C=CC(=O)C=C1.O=C1C=CC(=O)C=C1.O=C1C=CC(=O)C=C1.O=C1C=CC(=O)C=C1.O=C1C=CC(=O)C=C1.O=C1C=CC(=O)C=C1.O=C1C=CC(=O)C=C1.O=C1C=CC(=O)C=C1.CCCCCBP(O)Br",
  "elements": ["H", "B", "C", "C", "C", "H", "P", "C", "H", "C", "C", "O", "C", "C", "H", "C", "H", "O", "H", "C", "C", "H", "H", "C", "H", "H", "C", "C", "C", "O", "C", "Br", "C", "C", "C", "O", "C", "C", "C", "C", "H", "C", "H", "C", "O", "C", "O", "C", "H", "C", "C", "H", "C", "H", "O", "H", "H", "H", "C", "H", "H", "O", "C", "H", "C", "C", "O", "C", "C", "H", "C", "H", "C", "H", "H", "C", "H", "O", "H", "O", "H", "H", "H", "C", "C", "C", "H", "C", "H", "C", "O", "H", "C", "H", "H", "O", "C", "C", "H", "H", "C", "C", "C", "H", "H", "O", "O", "C", "H", "H", "H", "O", "C", "H", "O", "H", "H", "C"],
  "coordinates": [[0.32992, 0.64964, 1.30206], [1.65478, 2.26655, 0.67639], [6.82341, -6.03536, 0.95545], [-3.86067, 0.95292, 5.97109], [2.70279, -4.73717, 2.41988], [4.00498, -1.01849, -5.38603], [1.41958, 3.84850, -0.48208], [6.41581, -3.72024, -0.01002], [2.31951, 2.53687, 1.63275], [1.92674, -3.99034, 1.64313], [-8.42655, 3.17977, 7.32136], [0.32861, -2.15049, -3.14094], [1.13646, 0.80910, 0.58067], [2.20469, -1.44448, -4.35289], [7.62382, -0.39173, -1.48816], [-9.46360, 5.36902, 6.92981], [0.35628, 0.78292, -6.98117], [2.29845, -0.88122, -7.40156], [1.95651, 0.20343, 0.98368], [-1.87450, 1.43842, 4.61550], [-7.07877, -0.69239, -2.41871], [-8.67404, 0.80512, -2.31886], [-3.14981, 1.33025, 0.59280], [-9.46701, 2.86440, 8.33173], [0.24564, 3.02648, -8.06619], [1.52444, -4.41504, -2.62519], [-7.46860, 0.88573, -0.57811], [3.30395, 0.66284, -8.86682], [2.44584, -3.05724, 4.30370], [2.06382, 3.87735, -9.70820], [1.67669, -2.30104, 3.52364], [1.70391, 3.07555, -2.60118], [3.31750, -3.99025, -3.66897], [-0.58690, 0.66134, -1.36611], [7.28747, -4.63456, 0.77128], [-0.21190, 4.08223, -0.43776], [7.88323, 1.64679, -2.00337], [-5.55414, -0.77929, -0.49863], [7.17501, 0.58212, -1.63808], [2.09410, -3.71700, -3.22573], [3.99925, 2.04267, -1.45185], [1.05715, 2.33276, -8.24467], [-1.58857, -0.98495, -0.38560], [-2.18458, 0.83699, 0.67369], [8.33538, -4.25436, 1.24346], [1.11690, 1.13667, -7.66620], [3.74738, -5.91360, -0.80928], [-6.30216, 0.32663, 0.15027], [4.11552, -0.03159, -9.04386], [-4.43083, 2.27501, 5.61049], [5.77379, 3.06235, -1.97922], [6.76829, -2.70381, -0.13037], [3.02716, -4.33456, 3.81140], [7.47377, -6.68211, 1.53019], [5.06335, -0.29902, -1.08163], [-5.37766, -2.05342, -2.18265], [2.69525, -2.77967, 5.31995], [8.95160, 1.60516, -2.17272], [-1.77151, 0.06829, -0.59522], [-7.67454, 2.42255, 7.14510], [-4.70649, -1.16880, 0.05141], [-5.97035, 0.75904, 1.23379], [5.26481, -4.14060, -0.52574], [5.32079, 4.03421, -2.13170], [-2.67535, 0.56567, 5.50984], [5.71041, 0.67358, -1.41430], [5.19884, -3.26205, -4.87923], [-3.63096, 3.14895, 4.71642], [3.24448, 1.85831, -9.44654], [-11.25291, 5.81840, 8.11195], [5.67128, -6.45482, 0.43979], [5.31206, -7.46881, 0.56324], [-2.44552, 2.76090, 4.25640], [-1.84609, 3.38136, 3.60230], [-0.71389, 1.73780, -1.48636], [-8.42597, 4.34030, 6.67219], [-0.66157, 3.40458, 0.07633], [-9.46371, 6.42821, 6.34016], [1.58520, 0.46701, -1.49388], [-9.47123, 1.80732, 8.92507], [-1.45454, 1.60595, 0.93240], [-2.62459, 0.09858, -1.27758], [1.70500, -0.50738, -4.56077], [5.06763, 1.99675, -1.61377], [2.24415, 0.20868, -7.93288], [0.77036, 0.25172, -0.80452], [-2.23974, -0.39395, 5.75727], [1.35917, -2.71266, 2.13239], [-7.67430, 4.58663, 5.93341], [-10.50603, 5.05362, 7.94087], [3.74455, -5.01347, 4.51244], [-11.25511, 3.64162, 9.33212], [4.80448, -5.54000, -0.34210], [4.00379, 2.21185, -10.13222], [0.74101, -0.83437, -0.71033], [-7.40809, -1.12142, -3.50214], [3.42798, -1.71415, -4.79400], [2.11667, 2.78875, -9.18138], [4.61215, -3.48980, -1.09490], [-2.18500, 0.15596, 1.52532], [-5.91129, -1.25086, -1.68965], [-10.50723, 3.89356, 8.59099], [-7.82823, 0.41367, -1.76828], [3.81676, -4.92664, -3.45437], [1.25019, -1.36125, 3.85503], [0.68106, -2.01877, 1.40664], [-5.51075, 2.62862, 6.03279], [4.07958, -3.00901, -4.48563], [3.13732, -5.66694, 2.07366], [-0.63493, 0.24226, -2.37415], [1.68914, -4.26523, 0.62247], [-0.79515, 1.08186, 4.19183], [1.44094, -2.42001, -3.54034], [-7.99906, 1.69073, -0.08570], [7.88802, 3.93925, -2.53385], [-4.06832, 4.10685, 4.46589], [-4.46324, 0.33339, 6.62287], [7.23944, 2.97207, -2.20243]],
  "forces_ev_per_a": [[0.055, 0.014, 0.171], [-0.155, -0.393, 0.134], [-0.031, -0.010, 0.000], [0.017, -0.019, -0.007], [0.085, -0.127, -0.012], [0.016, -0.012, -0.043], [0.184, 0.760, -0.195], [0.009, -0.013, 0.013], [-0.027, 0.189, 0.030], [0.023, -0.022, -0.062], [-0.014, -0.036, 0.016], [-0.140, -0.123, 0.064], [0.389, 0.226, -0.678], [0.059, 0.045, 0.020], [-0.008, -0.008, -0.008], [0.009, -0.008, -0.005], [0.012, -0.027, -0.002], [-0.035, 0.059, -0.110], [0.009, -0.030, 0.143], [0.000, -0.015, -0.029], [0.004, 0.002, -0.002], [0.004, -0.019, -0.023], [-0.136, -0.108, -0.004], [0.000, 0.018, -0.016], [0.014, 0.023, -0.014], [-0.005, 0.010, 0.009], [-0.014, -0.003, -0.023], [0.010, 0.026, -0.019], [-0.009, 0.026, -0.031], [-0.003, 0.021, -0.015], [-0.023, -0.026, 0.048], [0.014, -0.132, -0.067], [0.004, 0.020, -0.018], [0.040, -0.535, -0.214], [-0.029, 0.010, -0.017], [0.193, -0.061, 0.486], [-0.006, -0.036, 0.010], [0.038, -0.017, 0.004], [-0.005, 0.018, -0.008], [-0.050, 0.022, -0.002], [0.007, -0.065, -0.040], [0.000, -0.025, 0.020], [0.121, -0.021, 0.097], [0.448, -0.277, 0.186], [0.037, 0.004, 0.009], [-0.013, 0.025, -0.011], [-0.078, -0.070, 0.015], [0.005, 0.000, 0.004], [-0.014, -0.022, 0.016], [0.007, -0.011, -0.017], [-0.009, -0.005, 0.000], [-0.025, 0.008, 0.017], [-0.024, 0.075, -0.018], [0.016, 0.022, 0.011], [-0.008, -0.055, 0.021], [-0.014, 0.002, -0.022], [0.017, -0.021, 0.004], [0.001, 0.028, -0.005], [-0.404, 0.620, -0.338], [0.007, 0.001, 0.014], [0.001, 0.019, 0.014], [0.015, 0.016, 0.017], [-0.012, 0.013, -0.012], [0.011, 0.003, -0.009], [-0.018, 0.000, 0.011], [0.015, 0.032, -0.019], [0.030, 0.002, 0.027], [0.014, -0.005, -0.013], [0.009, -0.028, 0.015], [0.013, 0.020, -0.020], [0.017, -0.012, 0.001], [-0.015, 0.001, -0.019], [-0.010, 0.002, -0.017], [0.028, -0.018, 0.005], [0.071, 0.119, 0.114], [0.004, 0.007, -0.007], [-0.328, -0.206, -0.228], [-0.008, 0.019, -0.008], [-0.080, 0.112, -0.161], [-0.005, -0.016, 0.015], [-0.001, 0.098, -0.033], [-0.040, -0.150, -0.030], [-0.032, -0.002, 0.009], [0.061, -0.083, 0.086], [-0.013, -0.017, 0.005], [-0.183, -0.223, 0.458], [0.021, 0.004, -0.015], [0.101, 0.033, -0.024], [0.007, 0.005, 0.006], [-0.006, -0.026, 0.021], [0.006, -0.015, 0.016], [0.012, -0.027, 0.004], [0.028, 0.154, -0.014], [-0.013, 0.027, -0.003], [0.025, -0.060, -0.055], [-0.008, -0.006, -0.018], [0.042, -0.053, 0.160], [-0.002, -0.003, 0.003], [-0.003, 0.010, 0.013], [-0.240, 0.123, 0.159], [0.003, 0.011, 0.023], [-0.009, 0.028, -0.008], [0.005, 0.016, 0.028], [0.001, 0.001, 0.004], [-0.021, 0.000, -0.027], [-0.203, -0.066, 0.077], [-0.033, 0.028, -0.002], [0.031, -0.028, -0.015], [-0.006, -0.023, 0.054], [0.040, 0.099, -0.077], [-0.006, 0.010, 0.000], [0.035, -0.002, -0.032], [0.088, 0.110, 0.008], [0.017, 0.000, 0.023], [0.012, 0.008, -0.004], [-0.023, -0.007, 0.011], [-0.023, 0.019, 0.000], [-0.005, 0.007, -0.008]]
}